Entry 1:
The following is a DFT calculation (ωB97M-V with the def2-TZVPD basis set) of a structure of composition C5H8O.

ORCA input file:
```
! wB97M-V def2-TZVPD RIJCOSX def2/J DEFGRID3
* xyz 0 1
C -2.08 0.70 -0.06
C -2.61 -0.41 0.46
C 1.90 0.67 -0.68
C 1.58 -0.82 -0.74
O 1.56 -0.85 0.75
C 1.71 0.48 0.65
H -2.12 0.91 -1.12
H -1.59 1.44 0.57
H -2.57 -0.62 1.52
H -3.10 -1.15 -0.17
H 0.53 -1.07 -0.98
H 2.24 -1.54 -1.23
H 1.62 1.18 1.46
H 2.93 1.09 -0.45
*
```

LUMO energy	1.05	eV
calculated total energy	-7357.19740	eV
E_HOMO	-0.321	Eh
frontier orbital gap	9.78	eV

Results of the natural (NBO) charge analysis, in e, for atoms 1 through 4: number 1, C, carries -0.39; number 2, C, carries -0.39; number 3, C, carries -0.50; number 4, C, carries -0.10

Entry 2:
The following is a DFT calculation (ωB97M-V with the def2-TZVPD basis set) of the molecule C21H26N2O3S2.

ORCA input file:
```
! wB97M-V def2-TZVPD RIJCOSX def2/J DEFGRID3
* xyz 0 1
C -8.05 -0.14 0.77
H -8.16 0.41 -0.16
H -7.71 0.50 1.57
H -8.99 -0.61 1.04
S -6.87 -1.51 0.53
C -5.39 -0.72 0.03
C -5.23 0.66 -0.06
C -4.01 1.18 -0.47
C -2.97 0.34 -0.79
C -3.12 -1.04 -0.71
C -4.32 -1.57 -0.30
H -4.46 -2.64 -0.23
H -2.29 -1.67 -0.98
S -1.41 1.06 -1.30
O -0.56 0.00 -1.76
O -1.68 2.15 -2.18
N -0.92 1.70 0.17
C -0.39 0.72 1.09
C 1.07 0.37 0.79
H 1.12 -0.10 -0.19
H 1.42 -0.34 1.54
C 1.92 1.65 0.78
C 3.36 1.31 0.40
O 3.89 1.70 -0.62
N 4.02 0.55 1.31
H 3.51 0.19 2.10
C 5.28 -0.08 1.00
H 5.99 0.11 1.80
H 5.63 0.39 0.08
C 5.11 -1.60 0.79
C 3.93 -1.90 -0.10
C 2.85 -2.62 0.37
C 1.75 -2.86 -0.43
C 1.71 -2.35 -1.72
C 2.79 -1.63 -2.20
C 3.90 -1.41 -1.40
H 4.73 -0.85 -1.79
H 2.76 -1.24 -3.21
H 0.84 -2.51 -2.34
H 0.91 -3.42 -0.04
H 2.87 -3.01 1.38
H 6.03 -1.99 0.36
H 4.96 -2.08 1.76
C 1.33 2.63 -0.23
C -0.13 2.92 0.10
H -0.23 3.43 1.06
H -0.59 3.53 -0.68
H 1.40 2.19 -1.22
H 1.90 3.56 -0.23
H 1.92 2.10 1.79
H -0.49 1.13 2.10
H -1.02 -0.17 1.01
H -3.86 2.24 -0.56
H -6.03 1.33 0.18
*
```

LUMO energy	0.54	eV
calculated total energy	-52992.90606	eV
E_HOMO	-0.312	Eh
frontier orbital gap	9.03	eV

Results of the natural (NBO) charge analysis, in e, for atoms 1 through 4: number 1, C, carries -0.74; number 2, H, carries 0.22; number 3, H, carries 0.22; number 4, H, carries 0.24

Entry 3:
The following is a DFT calculation (ωB97M-V with the def2-TZVPD basis set) of a structure of composition C14H33FN3O7PSi2.

ORCA input file:
```
! wB97M-V def2-TZVPD RIJCOSX def2/J DEFGRID3
* xyz 0 1
C -1.54 -0.93 3.54
C -2.02 -1.17 2.13
O -1.13 -2.12 1.51
P -0.49 -1.74 0.11
O 0.64 -2.63 -0.16
C 0.09 -0.03 0.08
C 0.73 0.31 -1.26
C -0.26 0.95 -2.27
Si -0.03 2.79 -2.50
C -1.47 3.54 -3.43
C -1.39 3.44 -4.96
N -2.46 4.26 -5.61
O 0.09 3.45 -0.96
Si -1.30 3.72 -0.08
C 1.65 3.21 -3.34
O 1.73 3.94 -4.30
N 2.86 2.67 -2.77
C 3.89 2.67 -3.76
O 4.87 3.37 -3.79
F 3.67 1.71 -4.67
O -1.57 -1.84 -1.08
C -2.57 -2.85 -0.94
C -2.12 -4.22 -1.42
H -0.86 -0.10 3.62
H -2.37 -0.77 4.22
H -1.00 -1.80 3.86
H -2.11 -0.24 1.57
H -3.02 -1.58 2.18
H 0.84 0.02 0.85
H -0.68 0.68 0.37
H 1.14 -0.59 -1.69
H 1.52 1.01 -1.04
H -1.27 0.72 -1.96
H -0.13 0.45 -3.23
H -1.52 4.60 -3.18
H -2.42 3.11 -3.12
H -0.46 3.82 -5.35
H -1.57 2.43 -5.29
H -3.23 4.34 -4.95
H -2.10 5.20 -5.66
H -2.24 4.63 -0.76
H -0.91 4.26 1.23
H -2.03 2.46 0.15
H 2.70 1.69 -2.53
H -3.40 -2.53 -1.55
H -2.96 -2.93 0.07
H -1.21 -4.19 -1.99
H -2.89 -4.62 -2.07
H -2.03 -4.92 -0.61
C 2.14 -2.25 4.50
O 1.15 -1.55 4.64
N 2.65 -3.05 5.45
C 3.83 -3.86 5.22
C 1.99 -3.11 6.74
H 2.71 -2.27 3.56
H 3.59 -4.92 5.35
H 4.62 -3.59 5.93
H 4.20 -3.70 4.21
H 0.96 -3.44 6.62
H 1.97 -2.12 7.20
H 2.52 -3.80 7.39
*
```

LUMO energy	0.39	eV
calculated total energy	-61621.90514	eV
E_HOMO	-0.349	Eh
frontier orbital gap	9.88	eV

Results of the natural (NBO) charge analysis, in e, for atoms 1 through 4: number 1, C, carries -0.63; number 2, C, carries -0.08; number 3, O, carries -0.80; number 4, P, carries 2.39

Entry 4:
The following is a DFT calculation (ωB97M-V with the def2-TZVPD basis set) of a cluster of 2 separate species, C4H8O in total.

ORCA input file:
```
! wB97M-V def2-TZVPD RIJCOSX def2/J DEFGRID3
* xyz 0 1
C 0.29 -1.32 1.19
C -0.07 -0.58 -0.09
C -0.54 0.87 0.02
C -0.06 1.33 -1.33
O 1.07 1.06 -1.75
H -0.54 -1.53 1.88
H 1.06 -0.78 1.75
H 0.72 -2.30 0.92
H 1.18 0.01 -0.90
H -0.86 -1.13 -0.64
H -1.59 1.15 0.20
H 0.07 1.39 0.79
H -0.72 1.82 -2.03
*
```

LUMO energy	0.38	eV
calculated total energy	-6321.85023	eV
E_HOMO	-0.301	Eh
frontier orbital gap	8.57	eV

Results of the natural (NBO) charge analysis, in e, for atoms 1 through 4: number 1, C, carries -0.62; number 2, C, carries -0.49; number 3, C, carries -0.54; number 4, C, carries 0.49

Entry 5:
The following is a DFT calculation (ωB97M-V with the def2-TZVPD basis set) of the molecule C3H4N2O.

ORCA input file:
```
! wB97M-V def2-TZVPD RIJCOSX def2/J DEFGRID3
* xyz 0 1
C -1.02 -0.61 -0.05
C 1.05 0.12 0.56
C 0.76 0.81 -0.55
H -0.17 -1.42 1.62
H 1.87 0.18 1.28
H 1.30 1.57 -1.15
H -1.15 0.91 -1.56
N -0.01 -0.76 0.85
N -0.51 0.37 -0.96
O -2.12 -1.16 -0.05
*
```

LUMO energy	0.87	eV
calculated total energy	-8203.73347	eV
E_HOMO	-0.303	Eh
frontier orbital gap	9.13	eV

Results of the natural (NBO) charge analysis, in e, for atoms 1 through 4: number 1, C, carries 0.74; number 2, C, carries -0.10; number 3, C, carries -0.09; number 4, H, carries 0.43

Entry 6:
The following is a DFT calculation (ωB97M-V with the def2-TZVPD basis set) of a structure of composition C3H4HgO3.

ORCA input file:
```
! wB97M-V def2-TZVPD RIJCOSX def2/J DEFGRID3
* xyz 0 1
O 1.09 -0.45 -0.75
C 0.90 -1.72 -0.22
O 0.13 -1.79 0.79
O 1.46 -2.63 -0.80
C 0.60 0.64 -0.05
H 1.23 0.98 0.78
C -0.44 1.36 -0.52
H -0.95 1.06 -1.44
H -0.68 2.30 -0.02
Hg -1.18 -0.56 1.40
H -2.15 0.80 0.84
*
```

LUMO energy	-0.89	eV
calculated total energy	-13489.94448	eV
E_HOMO	-0.353	Eh
frontier orbital gap	8.72	eV

Results of the natural (NBO) charge analysis, in e, for atoms 1 through 4: number 1, O, carries -0.53; number 2, C, carries 0.97; number 3, O, carries -0.90; number 4, O, carries -0.60

Entry 7:
The following is a DFT calculation (ωB97M-V with the def2-TZVPD basis set) of a cluster of 6 separate species, C16H21Cl3O15 in total.

ORCA input file:
```
! wB97M-V def2-TZVPD RIJCOSX def2/J DEFGRID3
* xyz 0 1
C -0.73 1.52 -1.20
Cl -1.71 2.42 -2.39
Cl 0.79 2.31 -0.78
Cl -0.40 -0.13 -1.75
H -1.34 1.42 -0.31
C -2.60 1.64 2.50
C -4.03 1.32 2.90
O -3.92 -0.01 3.40
C -2.78 -0.58 2.98
O -2.51 -1.73 3.15
O -1.97 0.35 2.49
H -2.09 2.29 3.21
H -2.56 2.09 1.51
H -4.78 1.40 2.12
H -4.34 1.98 3.72
C -1.33 -3.80 0.63
C -0.67 -2.52 0.26
O 0.58 -2.54 0.93
C 0.87 -3.83 1.20
O 1.88 -4.23 1.68
O -0.18 -4.63 0.91
H -1.84 -4.22 -0.23
H -1.96 -3.72 1.52
H -1.31 -1.66 0.41
H -0.38 -2.57 -0.80
C -5.77 -2.57 -0.79
C -4.38 -3.14 -1.17
O -3.50 -2.06 -0.91
C -4.14 -1.04 -0.30
O -3.68 0.03 -0.04
O -5.45 -1.30 -0.21
H -6.35 -3.07 -0.02
H -6.35 -2.46 -1.70
H -4.45 -3.38 -2.23
H -4.15 -4.02 -0.57
C 4.31 3.88 -0.68
C 5.66 3.56 -1.37
O 6.31 4.83 -1.42
C 5.47 5.79 -1.00
O 5.78 6.92 -0.86
O 4.23 5.30 -0.74
H 4.24 3.50 0.33
H 3.44 3.48 -1.21
H 5.54 3.12 -2.35
H 6.23 2.91 -0.71
C 4.26 -0.41 -1.78
C 2.92 -0.94 -1.26
O 2.73 -0.21 -0.04
C 3.73 0.63 0.17
O 3.86 1.29 1.14
O 4.54 0.69 -0.93
H 4.09 -0.08 -2.81
H 5.08 -1.11 -1.61
H 3.00 -2.01 -1.07
H 2.10 -0.73 -1.93
*
```

LUMO energy	0.05	eV
calculated total energy	-85212.21707	eV
E_HOMO	-0.390	Eh
frontier orbital gap	10.66	eV

Results of the natural (NBO) charge analysis, in e, for atoms 1 through 4: number 1, C, carries -0.27; number 2, Cl, carries 0.02; number 3, Cl, carries 0.02; number 4, Cl, carries 0.00